Here is a cluster of 9 separate species, C32H89N7O11 in total in a non-equilibrium geometry from OMol25. Energies are from the ωB97M-V functional and the def2-TZVPD basis.

* E_HOMO: -9.102 eV
* SMILES: COC[C@H](C)N.COC[C@H](C)N.COC[C@H](C)N.COC[C@H](C)N.COC[C@H](C)N.COC[C@H](C)N.COC[C@H](C)N.OCCO.OCCO
* energy above the lowest of the compared OMol25 structures with the same formula, charge and spin: 754.1 kJ/mol

Each atom is followed by the atoms it is bonded to, with distances in Å.
Cartesian coordinates (Å):
1 C -0.257 -7.703 -7.798  O2 1.392, H7 1.090, H8 1.090, H9 1.090
2 O 0.202 -6.408 -7.577  C1 1.392, C3 1.405
3 C -0.888 -5.597 -7.214  O2 1.405, C4 1.536, H10 1.090, H11 1.090
4 C -0.380 -4.365 -6.450  C3 1.536, C5 1.531, N6 1.485, H12 1.090
5 C 0.291 -4.895 -5.180  C4 1.531, H13 1.090, H14 1.090, H15 1.090
6 N -1.570 -3.593 -6.011  C4 1.485, H16 1.010, H17 1.010
7 H -0.946 -8.077 -7.039  C1 1.090
8 H 0.603 -8.365 -7.705  C1 1.090
9 H -0.718 -7.846 -8.775  C1 1.090
10 H -1.296 -5.190 -8.139  C3 1.090
11 H -1.714 -6.118 -6.731  C3 1.090
12 H 0.339 -3.705 -6.935  C4 1.090
13 H -0.173 -5.695 -4.604  C5 1.090
14 H 0.567 -4.074 -4.518  C5 1.090
15 H 1.253 -5.372 -5.369  C5 1.090
16 H -2.321 -4.235 -5.797  N6 1.010
17 H -1.943 -3.157 -6.842  N6 1.010
18 C -5.210 1.353 -4.993  O19 1.425, H24 1.090, H25 1.090, H26 1.090
19 O -5.928 2.491 -5.462  C18 1.425, C20 1.418
20 C -5.150 3.312 -6.317  O19 1.418, C21 1.537, H27 1.090, H28 1.090
21 C -5.504 4.793 -6.110  C20 1.537, C22 1.560, N23 1.416, H29 1.090
22 C -6.622 5.226 -7.108  C21 1.560, H30 1.090, H31 1.090, H32 1.090
23 N -4.420 5.681 -6.314  C21 1.416, H33 1.010, H34 1.010
24 H -4.869 0.604 -5.708  C18 1.090
25 H -5.858 0.709 -4.398  C18 1.090
26 H -4.410 1.676 -4.327  C18 1.090
27 H -4.110 3.031 -6.153  C20 1.090
28 H -5.335 3.160 -7.380  C20 1.090
29 H -5.878 4.815 -5.086  C21 1.090
30 H -6.230 5.215 -8.125  C22 1.090
31 H -7.012 6.239 -7.006  C22 1.090
32 H -7.524 4.620 -7.023  C22 1.090
33 H -4.055 5.632 -7.255  N23 1.010
34 H -3.677 5.244 -5.786  N23 1.010
35 C 1.568 1.424 -3.791  O36 1.398, H41 1.090, H42 1.090, H43 1.090
36 O 1.152 2.753 -3.658  C35 1.398, C37 1.411
37 C -0.156 2.873 -3.144  O36 1.411, C38 1.574, H44 1.090, H45 1.090
38 C -0.490 4.407 -3.024  C37 1.574, C39 1.557, N40 1.480, H46 1.090
39 C -1.786 4.688 -2.209  C38 1.557, H47 1.090, H48 1.090, H49 1.090
40 N -0.531 5.072 -4.346  C38 1.480, H50 1.010, H51 1.010
41 H 0.928 0.756 -4.367  C35 1.090
42 H 1.619 1.170 -2.732  C35 1.090
43 H 2.539 1.303 -4.271  C35 1.090
44 H -0.878 2.425 -3.827  C37 1.090
45 H -0.151 2.333 -2.198  C37 1.090
46 H 0.259 4.990 -2.488  C38 1.090
47 H -2.206 5.670 -2.427  C39 1.090
48 H -1.660 4.479 -1.147  C39 1.090
49 H -2.622 4.058 -2.515  C39 1.090
50 H -0.230 6.008 -4.114  N40 1.010
51 H 0.196 4.688 -4.933  N40 1.010
52 C 6.315 1.948 7.310  O53 1.464, H58 1.090, H59 1.090, H60 1.090
53 O 5.298 1.009 7.785  C52 1.464, C54 1.391
54 C 4.752 0.177 6.813  O53 1.391, C55 1.566, H61 1.090, H62 1.090
55 C 3.940 -0.956 7.526  C54 1.566, C56 1.472, N57 1.492, H63 1.090
56 C 4.778 -1.773 8.420  C55 1.472, H64 1.090, H65 1.090, H66 1.090
57 N 3.212 -1.836 6.566  C55 1.492, H67 1.010, H68 1.010
58 H 7.159 1.397 6.895  C52 1.090
59 H 6.658 2.600 8.114  C52 1.090
60 H 6.141 2.599 6.453  C52 1.090
61 H 4.059 0.757 6.204  C54 1.090
62 H 5.488 -0.106 6.061  C54 1.090
63 H 3.204 -0.390 8.097  C55 1.090
64 H 4.113 -2.404 9.010  C56 1.090
65 H 5.285 -1.151 9.157  C56 1.090
66 H 5.406 -2.489 7.891  C56 1.090
67 H 3.774 -1.900 5.730  N57 1.010
68 H 2.338 -1.483 6.202  N57 1.010
69 C 5.449 -2.954 -2.635  O70 1.385, H75 1.090, H76 1.090, H77 1.090
70 O 5.409 -3.653 -1.440  C69 1.385, C71 1.402
71 C 4.509 -3.172 -0.479  O70 1.402, C72 1.556, H78 1.090, H79 1.090
72 C 4.333 -4.247 0.632  C71 1.556, C73 1.562, N74 1.540, H80 1.090
73 C 3.589 -5.518 0.111  C72 1.562, H81 1.090, H82 1.090, H83 1.090
74 N 3.549 -3.698 1.838  C72 1.540, H84 1.010, H85 1.010
75 H 6.019 -3.446 -3.423  C69 1.090
76 H 5.669 -1.892 -2.519  C69 1.090
77 H 4.402 -3.056 -2.919  C69 1.090
78 H 4.950 -2.309 0.018  C71 1.090
79 H 3.482 -2.985 -0.795  C71 1.090
80 H 5.308 -4.543 1.019  C72 1.090
81 H 4.268 -5.993 -0.597  C73 1.090
82 H 2.766 -5.305 -0.571  C73 1.090
83 H 3.134 -6.222 0.808  C73 1.090
84 H 3.187 -4.418 2.447  N74 1.010
85 H 2.790 -3.261 1.336  N74 1.010
86 C 2.384 1.662 2.219  O87 1.420, H92 1.090, H93 1.090, H94 1.090
87 O 2.048 2.897 2.835  C86 1.420, C88 1.453
88 C 2.306 4.056 1.998  O87 1.453, C89 1.588, H95 1.090, H96 1.090
89 C 3.533 4.892 2.562  C88 1.588, C90 1.505, N91 1.479, H97 1.090
90 C 3.213 5.530 3.887  C89 1.505, H98 1.090, H99 1.090, H100 1.090
91 N 3.948 6.084 1.792  C89 1.479, H101 1.010, H102 1.010
92 H 1.854 1.319 1.331  C86 1.090
93 H 1.945 0.997 2.962  C86 1.090
94 H 3.465 1.567 2.113  C86 1.090
95 H 2.496 3.738 0.973  C88 1.090
96 H 1.412 4.679 1.950  C88 1.090
97 H 4.442 4.307 2.706  C89 1.090
98 H 3.864 6.374 4.114  C90 1.090
99 H 3.371 4.749 4.631  C90 1.090
100 H 2.185 5.882 3.975  C90 1.090
101 H 3.975 5.793 0.825  N91 1.010
102 H 3.127 6.664 1.689  N91 1.010
103 C -5.844 1.004 2.108  O104 1.470, H109 1.090, H110 1.090, H111 1.090
104 O -5.397 1.128 3.503  C103 1.470, C105 1.403
105 C -4.301 1.976 3.724  O104 1.403, C106 1.527, H112 1.090, H113 1.090
106 C -4.634 3.424 3.372  C105 1.527, C107 1.541, N108 1.426, H114 1.090
107 C -3.489 4.441 3.539  C106 1.541, H115 1.090, H116 1.090, H117 1.090
108 N -5.714 3.940 4.148  C106 1.426, H118 1.010, H119 1.010
109 H -6.652 0.275 2.035  C103 1.090
110 H -4.972 0.745 1.508  C103 1.090
111 H -6.335 1.926 1.799  C103 1.090
112 H -4.071 1.946 4.789  C105 1.090
113 H -3.396 1.613 3.237  C105 1.090
114 H -4.892 3.514 2.317  C106 1.090
115 H -2.679 4.153 2.869  C107 1.090
116 H -3.202 4.407 4.590  C107 1.090
117 H -3.785 5.466 3.313  C107 1.090
118 H -6.456 3.256 4.123  N108 1.010
119 H -6.122 4.793 3.793  N108 1.010
120 O -2.315 -1.780 -1.564  C121 1.411, H124 0.960
121 C -1.408 -2.327 -0.631  O120 1.411, C122 1.546, H125 1.090, H126 1.090
122 C -1.734 -1.936 0.829  C121 1.546, O123 1.400, H127 1.090, H128 1.090
123 O -0.687 -2.322 1.675  C122 1.400, H129 0.960
124 H -2.087 -2.137 -2.425  O120 0.960
125 H -1.351 -3.415 -0.664  C121 1.090
126 H -0.397 -1.959 -0.808  C121 1.090
127 H -2.714 -2.301 1.133  C122 1.090
128 H -1.810 -0.856 0.953  C122 1.090
129 H -1.088 -2.410 2.543  O123 0.960
130 O -1.202 -4.257 5.634  C131 1.400, H134 0.960
131 C -0.948 -5.578 6.019  O130 1.400, C132 1.515, H135 1.090, H136 1.090
132 C 0.164 -6.185 5.187  C131 1.515, O133 1.380, H137 1.090, H138 1.090
133 O 1.382 -5.753 5.672  C132 1.380, H139 0.960
134 H -1.839 -3.959 6.287  O130 0.960
135 H -0.873 -5.660 7.103  C131 1.090
136 H -1.825 -6.185 5.792  C131 1.090
137 H 0.076 -5.885 4.143  C132 1.090
138 H 0.135 -7.275 5.165  C132 1.090
139 H 1.348 -4.845 5.982  O133 0.960